Density functional theory data (ωB97M-V/def2-TZVPD) for a molecular structure, C27H68N5NaO6.

Output
max |F|	3.7	eV/Å
HOMO energy (spin up / spin down)	-0.3759 / -0.3759	hartree
charge	+1
2S+1	2
orbital gap (spin up / spin down)	6.65 / 4.65	eV

CARTESIAN COORDINATES (ANGSTROEM)
H (-12.49587, 3.68839, -8.39200)
C (-9.83801, 11.99734, -3.29776)
H (-12.30242, 11.57066, -3.44413)
H (-15.36609, 12.86665, -9.92352)
H (-7.46551, 11.51738, -2.02928)
H (-7.20169, 13.11221, -1.22262)
H (-10.04461, 15.71611, -4.82165)
N (-10.27236, 16.16640, -3.94674)
H (-12.30413, 12.60431, -6.51657)
C (-9.89929, 3.16114, -8.40701)
C (-14.22767, 14.40735, -9.62687)
H (-7.60440, 10.86070, -11.48959)
H (-11.77523, 9.99139, -2.94018)
C (-10.73961, 4.14473, -7.57515)
H (-7.85923, 12.95738, -8.07904)
H (-12.32936, 14.52340, -4.79879)
H (-9.33147, 13.40774, -9.07214)
C (-8.13488, 11.34447, -10.66943)
O (-13.78195, 15.29641, -3.72264)
H (-7.79958, 10.75586, -9.81548)
H (-8.83801, 14.66168, -1.48282)
H (-11.73342, 17.04997, -2.95485)
H (-11.72356, 12.84372, -12.40211)
H (-11.24293, 10.58593, -5.58196)
H (-8.96973, 6.92627, -5.05553)
C (-12.60377, 13.34372, -12.80624)
O (-13.68398, 13.45190, -11.91545)
H (-11.69869, 12.24102, -8.09771)
H (-14.58107, 13.94555, -5.18697)
H (-6.67783, 15.98189, -12.39910)
H (-11.82723, 18.29101, -4.85111)
C (-6.01798, 12.55359, -9.90914)
H (-8.25728, 12.74599, -13.87014)
H (-8.52887, 12.14324, -0.76260)
H (-9.00868, 15.00513, -11.69358)
H (-8.09809, 13.25316, -3.62183)
H (-5.03015, 11.35919, -11.56808)
H (-13.13376, 15.96827, -8.44892)
H (-9.16768, 11.37653, -11.01639)
H (-4.79664, 14.40840, -11.65174)
H (-9.29973, 4.85521, -6.31439)
Na (-14.36180, 11.00536, -7.93368)
H (-10.13532, 15.45296, -3.24508)
H (-13.11402, 17.30156, -5.21542)
N (-11.94362, 4.53236, -8.33884)
C (-8.78590, 13.03863, -2.80391)
H (-9.33636, 11.13539, -3.73764)
H (-12.48227, 10.95594, -1.78460)
H (-7.94902, 14.45468, -8.93347)
N (-15.12938, 13.39907, -9.09855)
H (-11.14957, 3.61531, -6.71507)
H (-4.72536, 13.19949, -12.97291)
C (-5.05928, 12.33510, -11.08347)
C (-9.75789, 7.25973, -5.73059)
H (-7.85095, 15.37057, -13.44075)
C (-5.24504, 13.50480, -12.06471)
C (-12.02664, 17.26225, -5.15111)
H (-10.41820, 12.49105, -4.07733)
H (-4.03158, 12.47148, -10.74682)
O (-8.95800, 14.04661, -11.67738)
H (-11.65332, 4.68455, -9.29417)
H (-6.97393, 11.73922, -13.45881)
O (-10.77116, 6.21168, -6.22533)
C (-12.35658, 15.09289, -3.86979)
H (-10.23611, 7.99723, -5.08599)
H (-9.35450, 7.78869, -6.59406)
H (-11.51744, 17.14094, -6.10719)
C (-11.66507, 16.48844, -3.88657)
H (-15.93035, 13.65748, -8.54018)
H (-12.57084, 13.14899, -10.16506)
H (-14.45223, 13.33659, -3.42172)
C (-7.93474, 12.41833, -1.63406)
H (-6.13318, 15.06668, -13.88448)
H (-12.13275, 14.51750, -2.97151)
H (-12.92409, 12.65268, -13.58596)
H (-9.50838, 5.65130, -7.86826)
H (-10.45326, 2.32919, -8.84184)
C (-10.03804, 5.29564, -6.98448)
N (-7.62186, 13.82070, -11.30205)
H (-12.44993, 14.79984, -10.80578)
H (-14.47824, 15.35085, -7.64470)
H (-10.28652, 10.39069, -6.95853)
C (-7.51417, 12.76101, -10.21953)
N (-9.47313, 14.14975, -2.07835)
H (-12.28703, 14.30424, -13.21266)
O (-12.28875, 9.77975, -7.13173)
H (-14.90498, 15.05967, -10.17808)
C (-11.47912, 12.11806, -7.03716)
C (-8.24426, 13.40718, -8.99421)
H (-9.38132, 3.64110, -9.23733)
C (-14.61395, 14.15898, -4.11857)
H (-6.71647, 12.99779, -14.67165)
H (-12.98123, 14.41155, -7.77009)
C (-11.80453, 11.03721, -2.63441)
C (-11.30352, 10.65426, -6.66813)
C (-6.73973, 13.75950, -12.52081)
O (-10.60914, 11.53697, -2.13950)
C (-7.17973, 12.77986, -13.70935)
C (-13.68404, 15.03603, -8.32163)
H (-10.53165, 12.64961, -6.94854)
H (-10.11333, 13.57214, -1.55241)
H (-15.65231, 14.40379, -3.89502)
H (-5.76103, 13.48231, -9.39966)
H (-9.13938, 2.65989, -7.80751)
C (-13.12241, 13.95711, -10.64550)
H (-5.85916, 11.73811, -9.20356)
C (-6.85262, 15.13993, -13.06892)

Density functional theory data (ωB97M-V/def2-TZVPD) for a molecular structure, C27H69AlCl2N6O6P3.

Output
max |F|	4.1	eV/Å
HOMO energy	-0.1903	hartree
charge	-1
orbital gap	6.88	eV

CARTESIAN COORDINATES (ANGSTROEM)
C (4.58449, -2.06722, -1.36871)
H (-2.43647, -1.36128, 9.04546)
H (-2.32565, 1.36344, -1.17605)
N (1.17659, -3.14652, 10.78915)
H (-0.59958, -1.30440, 4.88186)
O (3.01246, 5.12678, -2.24161)
H (1.25548, 1.07145, -6.09044)
H (0.22069, -0.48239, 10.23830)
H (2.95895, 1.51461, -6.16400)
H (-2.34532, -3.11769, 8.99289)
C (2.53960, -2.33996, 8.01099)
C (-5.73844, 2.15671, -9.52316)
C (-1.95143, 2.18181, -1.79480)
H (1.35138, -4.29844, 6.46767)
H (-2.50498, 2.13529, -2.73488)
H (-0.51629, -2.98413, 4.34511)
H (2.37133, -1.12728, -2.87783)
H (-1.42903, -1.78724, 3.39323)
H (-4.20418, 5.03499, -6.38596)
H (-5.04163, 0.08594, -4.44109)
H (-1.47123, 2.42445, -6.71676)
H (1.58421, -5.52656, 7.71705)
H (-6.93983, 4.14620, -8.51012)
C (4.48560, -2.42016, -2.86803)
H (4.01816, 1.27257, -2.86405)
H (-5.07575, 3.94021, -5.27222)
H (-1.83841, 4.06049, -7.27470)
H (-6.33940, 2.83715, -10.12894)
H (1.71501, 2.72948, -6.52101)
C (2.97773, 0.92951, -2.91868)
C (0.04137, 2.64031, -3.33879)
H (4.51196, -1.38372, -4.77106)
C (1.96553, 1.87996, -5.88016)
N (-5.36652, 2.81478, -8.27292)
H (0.06772, 0.28080, 3.17055)
H (-4.84325, 1.90899, -10.09086)
C (0.98035, -0.32338, 3.24751)
H (-5.36625, -0.59028, -7.40052)
C (0.23138, -3.06894, 11.92553)
H (3.35325, -2.49454, 1.65120)
H (1.90807, -5.10353, 11.31481)
C (-5.95297, 0.12666, -6.81598)
H (-2.11524, 3.12281, -1.27443)
H (1.45022, -0.07962, 4.21078)
H (0.08352, 2.30555, -1.19587)
C (-2.01762, 3.33157, -6.47698)
H (2.01849, -1.79875, 7.21201)
H (5.12315, -0.43494, -3.41659)
O (-3.12328, 1.62696, -8.31634)
H (3.53192, -2.60316, 7.63735)
H (-6.72374, 0.55155, -7.45725)
H (4.10240, -1.06004, 0.87244)
C (2.25864, -4.07352, 11.19172)
H (2.43768, -0.49718, -4.50910)
H (-0.70123, -0.09412, 8.78175)
H (-6.46326, -0.41776, -6.02212)
H (2.69645, -1.67664, 8.86112)
N (1.84164, -3.54870, 8.40973)
H (-7.23407, 2.96993, -7.22328)
C (2.95269, -0.48619, -3.54516)
H (4.76971, -0.99443, -1.27170)
H (-6.31433, 1.23334, -9.38547)
C (-4.09807, 4.20490, -5.67582)
H (2.66862, -3.73234, 12.14274)
O (3.21960, 5.35106, -4.80435)
H (-6.11420, 4.31397, -6.98887)
C (1.97510, -0.98708, 0.93270)
H (3.60747, -3.03953, -3.07127)
H (2.78049, 4.45116, -1.59714)
C (3.37383, -2.49849, -0.54167)
O (0.64273, -1.70048, 3.25987)
H (0.94105, -0.64410, 8.63495)
H (-3.60913, -0.13401, -5.46461)
Cl (-0.30231, 4.41909, -3.13329)
C (1.93093, -4.56242, 7.35933)
P (-4.17946, 2.01014, -7.36468)
N (-0.48961, -2.13810, 9.06575)
O (-0.39037, -4.63470, 8.72767)
H (-0.61792, 2.31590, -4.14946)
H (3.43993, -3.57780, -0.36954)
Cl (-0.22931, 0.17406, -2.26515)
H (-0.36342, -3.97977, 12.04881)
N (-5.12699, 1.19590, -6.21935)
H (2.43711, -2.33651, -1.08032)
O (4.88691, 3.94549, -3.47819)
H (1.90828, -0.40502, 0.00796)
H (0.79028, -2.89940, 12.84471)
C (3.28145, -1.78166, 0.82649)
H (-3.50180, 4.56428, -4.83379)
H (2.97845, -4.67056, 7.06908)
H (3.05917, -4.06540, 10.45941)
H (-3.83408, 1.36171, -4.54791)
H (-0.44422, -2.22472, 11.80331)
C (-0.45823, 1.95087, -2.07533)
C (4.34727, -1.14403, -3.71632)
H (2.61323, 0.89523, -1.88272)
H (-2.07547, -2.26919, 10.51787)
H (5.38225, -2.94600, -3.20799)
P (3.30415, 4.37635, -3.69453)
C (-6.45944, 3.58325, -7.70668)
H (5.14419, 4.10043, -2.56834)
H (1.70311, 1.00001, 1.72019)
C (0.03003, -0.78857, 9.19970)
P (0.41451, -3.55174, 9.32523)
H (-1.62434, 3.72883, -5.54096)
H (5.45997, -2.57561, -0.95021)
N (-3.44152, 3.05225, -6.26264)
C (-0.52829, -1.95091, 3.99769)
H (1.11777, -1.65895, 0.94018)
C (1.95160, 0.00963, 2.10678)
H (2.96348, 0.09270, 2.51158)
C (-4.34885, 0.59301, -5.11389)
C (-1.90143, -2.22787, 9.43586)
Al (1.98576, 2.34517, -3.94828)